1.
{
  "formula": "C16H36Cs4N4O16S3",
  "method": "ωB97M-V/def2-TZVPD",
  "lumo_energy_ev": -6.48,
  "homo_energy_ev": -13.43,
  "homo_lumo_gap_ha": 0.2551,
  "charge": 2,
  "species": ["Cs", "Cs", "Cs", "Cs", "S", "S", "S", "O", "O", "O", "O", "O", "O", "O", "O", "O", "O", "O", "O", "O", "O", "O", "O", "N", "N", "N", "N", "C", "C", "C", "C", "C", "C", "C", "C", "C", "C", "C", "C", "C", "C", "C", "C", "H", "H", "H", "H", "H", "H", "H", "H", "H", "H", "H", "H", "H", "H", "H", "H", "H", "H", "H", "H", "H", "H", "H", "H", "H", "H", "H", "H", "H", "H", "H", "H", "H", "H", "H", "H"],
  "coordinates": [[3.99764, -1.99164, 1.44208], [3.09704, 2.08401, 2.46281], [-1.34029, 2.61621, 0.23076], [1.15856, -2.23683, 4.33749], [0.77250, -0.31421, 1.06258], [-4.20177, 0.63302, 4.25446], [0.79792, 4.43262, 4.71961], [-0.41633, 3.45209, 4.14657], [-1.18398, 2.88776, -3.38853], [0.80368, -1.67211, 1.63376], [-5.48053, 0.69361, 3.63293], [-4.54944, -2.25162, -1.63050], [1.91025, 4.48094, 3.79533], [0.49725, 0.68181, 2.10679], [-0.29293, -0.16560, 0.05095], [2.48766, -5.31355, -1.03833], [-3.88963, 1.55581, 5.31389], [-3.06742, 0.63534, 3.11647], [-3.89026, -0.92252, 4.65689], [1.12020, 3.47467, 5.97119], [2.08209, 0.00285, 0.48019], [5.43324, 2.75562, -1.80192], [0.34486, 5.67531, 5.24343], [-2.67344, -2.21686, -0.44152], [1.15239, -3.48521, -0.81304], [4.59916, 2.55203, -3.90450], [-0.75634, 0.82127, -4.19888], [-0.51760, 2.23778, 4.87648], [-2.86237, -3.48980, 0.23321], [1.39377, -5.12691, 1.01729], [0.64921, 2.15587, 5.83016], [1.38335, -2.90412, -2.12889], [-3.10236, -0.39081, -2.02280], [-3.10271, -1.58882, 3.68579], [1.73964, -4.61871, -0.37444], [-2.46460, 2.19030, -5.28912], [-1.41838, 1.99554, -4.19626], [4.74693, 2.17016, -2.62626], [3.94100, 0.95333, -2.21817], [5.12525, 3.81888, -4.37573], [-3.49602, -1.69178, -1.35651], [0.45020, 0.63086, -3.44824], [-3.01422, -0.62785, 2.49003], [-0.56513, 1.39785, 4.17796], [2.31037, -5.08304, 1.61402], [5.04497, 4.04066, -5.43618], [6.20120, 3.87292, -4.19346], [-3.56085, -2.53394, 3.40889], [4.72979, 4.65970, -3.80495], [-2.25011, -3.54327, 1.13319], [-1.95006, 2.18067, -6.25187], [2.43596, -2.61259, -2.19479], [4.25688, -0.00097, -2.64722], [-3.90711, -3.74340, 0.39633], [-1.11431, 0.07686, -4.77245], [3.96243, 0.81819, -1.14103], [-3.13922, 1.33249, -5.33082], [0.32758, 0.17865, -2.45673], [0.91324, 1.60499, -3.29451], [-3.31808, -0.64108, -3.06274], [0.41837, 1.67613, 6.77789], [-3.00745, 3.11787, -5.15571], [1.07580, -6.16790, 0.99923], [-2.11741, -0.65905, 1.87619], [4.00165, 2.00144, -4.49499], [1.15612, -0.03542, -3.94706], [1.42194, 1.52323, 5.36902], [-3.79203, 0.38652, -1.69393], [-1.50741, 2.18378, 5.33784], [0.57429, -4.63771, 1.55394], [1.15248, -3.65199, -2.88250], [-1.83229, -1.72090, -0.19022], [-2.05402, -0.03000, -1.94212], [-2.42852, -4.21955, -0.45894], [0.77836, -2.00695, -2.21655], [0.88254, -2.85891, -0.06603], [2.88195, 1.04822, -2.46245], [-2.08805, -1.68765, 4.08974], [-3.85708, -0.84460, 1.82552]],
  "forces_ev_per_angstrom": [[0.0586, -0.2519, -0.6898], [0.1319, 0.4414, -0.2661], [-0.1156, -0.0071, -0.2692], [-0.4091, -0.1294, 0.2574], [-1.3774, 1.4294, -1.6643], [-0.7926, -0.2283, 0.2362], [-0.5569, 0.1616, 0.7837], [1.5724, 1.5200, -0.1846], [0.3256, -0.1942, 0.4089], [0.2328, -1.0319, 0.5026], [0.5844, -0.0964, 0.2625], [0.3519, 0.4336, -0.1871], [-1.0312, -0.8982, 0.3654], [0.0366, 0.4935, 1.7286], [0.2939, -0.7688, 0.1696], [0.1205, 0.4342, -0.2679], [0.4089, -1.3898, -1.2452], [0.1166, 1.4955, 0.1790], [-0.4159, 0.9359, 0.5197], [0.4287, 0.5426, 0.1223], [1.2333, -0.2539, -0.1349], [-0.0700, 0.1626, -0.1143], [-0.1364, -1.1462, -0.6659], [1.1242, 0.4954, 1.4336], [-0.2209, 0.5628, 0.7721], [-0.1249, 0.2825, -0.5514], [-0.0449, -0.3263, -0.2218], [-1.7238, -1.0000, -0.0466], [0.4629, -0.3981, -1.3128], [-0.3210, 0.3586, 0.6815], [0.3784, -0.7443, -0.8190], [0.5952, -0.2736, 0.6091], [0.3267, -0.1529, -0.3302], [0.7746, 0.4181, -0.6138], [-0.0238, -1.2565, -0.3278], [0.5228, -0.7725, 0.0659], [-0.8909, 0.8107, -0.2730], [-0.0818, -0.3748, 0.5467], [-0.5253, -0.6425, 0.1676], [1.1908, 0.7117, 0.4207], [-1.0775, -0.5437, 0.1684], [0.5513, -0.2197, 0.6282], [-0.6147, -1.0833, -0.3048], [0.5311, 0.2004, -0.2357], [-0.0475, -0.1340, 0.1147], [-0.6234, -0.5815, -0.0467], [-0.0018, -0.2484, 0.1383], [0.0813, -0.0738, 0.2121], [-0.3224, -0.0856, -0.0516], [-0.2067, 0.2538, 0.1797], [-0.0076, 0.2278, -0.0157], [-0.0074, -0.0374, -0.4200], [0.2773, 0.2203, -0.2799], [0.0191, 0.2134, 0.0944], [0.1464, 0.0469, -0.1448], [0.2229, 0.2320, 0.1110], [-0.1664, 0.1084, 0.1303], [-0.4035, 0.1739, 0.0641], [0.0263, -0.0111, -0.0944], [0.0334, 0.5694, -0.1299], [-0.1529, 0.5891, 0.2421], [0.0150, -0.0186, 0.0929], [0.3506, -0.0853, -0.4213], [0.2270, -0.1451, 0.3303], [-0.0186, 0.0773, -0.0643], [-0.1300, 0.1723, -0.4004], [0.2814, 0.2033, 0.0321], [-0.0722, 0.0097, -0.1238], [0.2023, 0.5583, 0.4173], [0.1485, 0.4871, -0.2156], [0.0244, 0.1736, -0.1547], [0.0951, 0.2063, -0.3167], [-0.5973, -0.5344, 0.2088], [-0.3147, -0.4860, 0.3275], [-0.1806, -0.1347, -0.0862], [-0.4684, 0.0069, -0.1508], [0.0552, 0.1628, -0.1511], [-0.1398, -0.4157, 0.2091], [-0.1445, 0.5925, 0.0595]]
}

2.
{
  "formula": "C16H36GeNO4Re",
  "method": "ωB97M-V/def2-TZVPD",
  "de_lowest_kcal_mol": 83.6,
  "lumo_energy_ev": [-15.04, -15.88],
  "spin_multiplicity": 3,
  "s2": 2.018,
  "homo_energy_ev": [-21.52, -21.52],
  "homo_lumo_gap_ha": [0.2383, 0.2071],
  "charge": 4,
  "species": ["Re", "Ge", "O", "O", "O", "O", "N", "C", "C", "C", "C", "C", "C", "C", "C", "C", "C", "C", "C", "C", "C", "C", "C", "H", "H", "H", "H", "H", "H", "H", "H", "H", "H", "H", "H", "H", "H", "H", "H", "H", "H", "H", "H", "H", "H", "H", "H", "H", "H", "H", "H", "H", "H", "H", "H", "H", "H", "H", "H"],
  "coordinates": [[0.41686, 0.06985, 1.05067], [-0.25398, -3.36682, -2.01560], [-0.52955, -1.37704, 0.63984], [-0.67096, 1.56788, 1.36247], [-0.77106, -2.39199, -3.24366], [2.07341, -0.01336, 0.87071], [-1.72025, 3.43881, 2.10444], [-2.90372, -1.84267, -4.27401], [-0.28872, 3.63338, 0.12769], [-2.35704, 2.73894, 3.23667], [0.06596, -2.54218, 2.84147], [4.16779, 0.20754, 0.61027], [-1.62244, -3.62013, 1.31511], [4.62533, -1.17883, 0.37996], [-1.10209, -0.10752, -3.98208], [-1.13921, -2.36308, 1.96040], [-2.23633, -1.54113, 2.57182], [-1.41926, -1.54569, -4.33261], [4.57831, 0.80549, 1.89915], [-2.02705, 4.89527, 2.02666], [4.23771, 1.10951, -0.56131], [-0.93753, 2.90060, 1.24669], [-0.79984, -1.97570, -5.64478], [-3.09787, -2.90903, -4.38326], [-1.39656, 0.10945, -2.95163], [-1.17669, -1.32623, -6.43460], [-2.07167, 3.25733, 4.15115], [-0.04347, 0.11287, -4.12414], [5.65769, 0.97755, 1.77940], [0.47932, -1.58348, 3.20433], [-2.13763, -4.18967, 2.09659], [0.19570, 2.94566, -0.56174], [-2.36066, -3.42447, 0.53650], [-1.02368, 4.21687, -0.42824], [-3.34918, -1.49053, -3.34179], [3.76171, 0.70388, -1.45355], [0.85903, -3.11985, 2.36912], [-1.89328, -0.54935, 2.88274], [3.86457, 2.11190, -0.35799], [-3.43617, 2.81084, 3.10812], [-2.56256, -2.06087, 3.47632], [-3.39384, -1.32679, -5.09912], [-1.15392, 5.46020, 2.35213], [5.71626, -1.08379, 0.28306], [-2.85913, 5.09208, 2.69499], [4.25131, -1.61185, -0.54627], [-2.04698, 1.70326, 3.27989], [5.31291, 1.18998, -0.77270], [0.28668, -1.88989, -5.62160], [-2.30227, 5.16883, 1.01177], [-0.25473, -3.06637, 3.74681], [-0.81187, -4.24488, 0.94286], [-1.67693, 0.54405, -4.63917], [0.45092, 4.33671, 0.52133], [4.44076, 0.14166, 2.75162], [4.43115, -1.84545, 1.21899], [4.11441, 1.77052, 2.09936], [-1.06649, -3.00277, -5.89058], [-3.09320, -1.42949, 1.90932]],
  "forces_ev_per_angstrom": [[-1.0633, 0.0072, -0.0672], [-0.0370, -0.3325, -0.4427], [0.2444, 0.2174, 0.5128], [-0.0544, 0.0819, 0.1571], [-0.0053, 0.1560, 0.1229], [0.0657, -0.0571, -0.0134], [-0.0071, -0.0177, -0.0328], [0.0385, -0.0964, 0.2141], [-0.0032, 0.0207, 0.0298], [0.0140, 0.0237, 0.0068], [0.2642, 0.3211, -0.2469], [3.9207, 0.4411, -0.4250], [0.1315, 0.1218, -0.3448], [-1.2058, -0.4218, 0.0672], [0.1353, -0.0580, 0.1466], [-0.4098, -0.6179, 0.7142], [0.0623, 0.3478, -0.3567], [-0.2959, 0.1014, -0.4747], [-1.2584, -0.0745, 0.4429], [0.0366, 0.0013, -0.0094], [-1.2906, 0.0680, -0.0333], [0.0471, -0.0481, -0.0504], [0.1599, -0.1709, 0.1353], [0.0003, 0.0049, -0.0656], [-0.0548, 0.0245, -0.0141], [-0.0130, -0.0096, -0.0072], [-0.0025, -0.0073, 0.0036], [-0.0024, -0.0030, 0.0026], [0.0001, -0.0091, -0.0361], [-0.0685, -0.0114, 0.0493], [0.0110, -0.0033, 0.0090], [0.0043, -0.0026, 0.0082], [-0.0489, 0.0071, 0.0499], [-0.0006, -0.0056, -0.0118], [0.0050, 0.0126, -0.0081], [0.1445, -0.0623, -0.0494], [-0.0245, -0.0401, 0.0080], [0.0376, -0.0308, 0.0956], [0.1192, 0.0398, 0.0233], [-0.0009, -0.0150, 0.0031], [-0.0303, -0.0215, -0.0200], [0.0019, -0.0022, -0.0093], [-0.0135, 0.0142, 0.0013], [0.0020, 0.0360, 0.0248], [-0.0007, 0.0139, -0.0081], [0.1024, 0.0312, -0.0553], [0.0007, -0.0069, 0.0003], [0.0099, -0.0334, 0.0202], [-0.0109, 0.0617, -0.0152], [-0.0279, 0.0105, 0.0110], [-0.0026, -0.0523, -0.0292], [0.0119, -0.0028, 0.0350], [0.0208, 0.0037, -0.0210], [-0.0121, 0.0106, -0.0021], [0.1436, -0.0465, -0.0148], [0.1257, 0.0197, 0.0462], [0.1320, 0.0758, -0.0645], [-0.0378, 0.0142, -0.0221], [-0.0102, -0.0294, 0.0095]]
}

Number 1: F_max 0.050 hartree/bohr. Number 2: F_max 0.077 hartree/bohr.